{
  "formula": "C12H40O10S",
  "method": "the ωB97M-V functional and the def2-TZVPD basis",
  "smiles": "O=S1(=O)CCCC1.CO.CO.CO.CO.CO.CO.CO.CO",
  "energy_ev": -44397.7988,
  "total_charge": 0,
  "symbols": ["O", "S", "O", "C", "C", "C", "C", "H", "H", "H", "H", "H", "H", "H", "H", "C", "O", "H", "H", "H", "H", "C", "O", "H", "H", "H", "H", "C", "O", "H", "H", "H", "H", "C", "O", "H", "H", "H", "H", "C", "O", "H", "H", "H", "H", "C", "O", "H", "H", "H", "H", "C", "O", "H", "H", "H", "H", "C", "O", "H", "H", "H", "H"],
  "xyz": [[-1.918831, 2.305567, 0.460962], [-1.300179, 2.098840, 1.781784], [-2.247764, 2.099314, 2.914176], [-0.347256, 0.633198, 2.074494], [0.613527, 1.182848, 3.105487], [1.146636, 2.383941, 2.300797], [-0.038877, 3.322736, 2.056798], [0.188449, 0.398236, 1.147274], [-1.127536, -0.116130, 2.193277], [0.205774, 1.547334, 4.027856], [1.330532, 0.361867, 3.324695], [1.614605, 2.161697, 1.368878], [1.954793, 2.861290, 2.867799], [0.041290, 3.929929, 1.167848], [-0.432767, 3.878549, 2.937719], [-0.675989, 4.016564, -2.401667], [-1.988046, 3.464050, -2.146233], [-0.386824, 3.391738, -3.282025], [-0.519460, 5.068181, -2.562169], [-0.067830, 3.867882, -1.559729], [-2.389796, 4.001934, -1.435571], [1.666182, -2.222803, -3.325741], [2.990970, -1.724978, -3.405028], [0.974503, -1.746970, -4.038255], [1.761853, -3.259359, -3.535546], [1.337537, -2.129490, -2.277757], [2.897619, -0.779302, -3.637810], [1.287815, -4.272480, 1.891145], [2.469388, -3.593245, 1.543654], [0.597277, -3.515791, 2.235271], [0.893311, -4.793476, 1.054011], [1.425859, -5.069464, 2.641138], [2.902851, -4.127772, 0.847358], [2.069638, -0.696691, -0.175938], [1.260758, 0.413211, -0.566079], [2.798237, -0.266597, 0.554376], [1.378428, -1.500065, 0.283939], [2.679456, -1.152138, -0.998649], [0.570191, -0.004877, -1.137776], [-3.138406, -2.284781, 1.637074], [-3.190099, -3.360878, 0.654470], [-4.039594, -1.668539, 1.525564], [-3.248940, -2.767945, 2.599576], [-2.236624, -1.721520, 1.556226], [-3.394521, -2.949383, -0.205960], [-1.898685, -0.273524, -2.623774], [-1.478066, 0.067416, -1.329946], [-1.471911, -1.184444, -2.969390], [-2.935608, -0.374182, -2.699324], [-1.551872, 0.574630, -3.201344], [-1.863341, 0.935417, -1.180312], [5.174231, -4.263479, -1.329248], [5.035756, -4.826528, -0.020871], [4.440281, -3.427571, -1.446396], [6.211260, -4.111406, -1.705752], [4.648142, -4.930677, -2.032874], [5.596353, -4.327728, 0.627956], [-4.682170, 5.010081, 0.716160], [-3.461623, 4.517181, 0.154287], [-4.860454, 4.455254, 1.642315], [-4.537949, 6.043425, 0.837216], [-5.500347, 4.814565, 0.091758], [-3.232135, 3.637341, 0.407829]],
  "atomic_forces_ev_per_a": [[0.917, -0.764, 0.856], [-3.327, 0.421, 0.432], [0.978, 0.358, -1.091], [-0.971, 0.133, -1.399], [1.118, -1.230, -1.120], [1.354, 1.210, 1.972], [-0.285, -0.527, 0.656], [0.020, 0.034, 0.259], [0.273, -0.102, 0.821], [-0.578, -0.087, 0.424], [-0.010, 0.892, -0.087], [0.016, -0.742, -0.786], [-0.281, 0.267, 0.055], [0.030, 0.235, -0.073], [0.649, -0.231, -0.590], [-1.061, -1.978, -1.277], [0.307, 1.567, 0.178], [0.547, 0.903, 0.733], [-0.972, 0.739, -0.721], [1.198, -0.945, 1.194], [-0.123, -0.358, -0.303], [0.122, 0.353, 0.674], [-0.082, 1.409, -0.603], [0.193, -0.139, 0.317], [-0.306, -1.008, -0.307], [-0.449, 0.046, -0.428], [0.448, -0.717, 0.293], [0.188, -0.236, 0.652], [0.827, -0.484, -0.745], [-0.399, -0.079, 0.222], [-0.718, -0.236, -0.974], [0.159, 0.503, 0.191], [0.087, 0.489, 0.641], [0.038, -0.539, 0.935], [-0.234, -1.081, -1.332], [-0.618, -0.764, -0.252], [1.453, 1.029, -0.419], [-0.617, 0.444, 0.499], [0.151, 1.081, 0.601], [-1.613, -1.319, -0.753], [0.048, 0.967, -0.063], [0.394, 0.256, -0.024], [0.362, -0.048, 0.230], [0.589, 0.422, -0.038], [0.214, -0.306, 0.605], [1.240, 1.292, -0.211], [0.039, -0.787, 0.845], [0.692, -0.742, -0.059], [-1.854, -0.040, -0.096], [-0.224, -0.158, -1.112], [0.195, 0.443, 0.578], [-1.663, -0.010, -0.723], [1.043, 0.616, 0.589], [1.355, 0.362, 0.275], [-0.790, 0.206, 0.562], [0.703, -0.508, 0.338], [-0.822, -0.588, -1.049], [1.598, -2.043, 0.686], [-0.105, 1.515, -0.805], [-0.092, 0.565, 0.233], [-0.083, 1.326, 0.497], [-1.232, -0.172, -1.172], [-0.037, -1.114, 0.568]],
  "nbo_charge": [-0.986, 2.135, -0.965, -0.666, -0.421, -0.420, -0.662, 0.282, 0.253, 0.230, 0.237, 0.237, 0.224, 0.257, 0.258, -0.251, -0.750, 0.178, 0.165, 0.155, 0.494, -0.253, -0.725, 0.172, 0.181, 0.160, 0.469, -0.243, -0.736, 0.173, 0.165, 0.159, 0.482, -0.281, -0.756, 0.181, 0.177, 0.184, 0.495, -0.247, -0.731, 0.172, 0.183, 0.161, 0.463, -0.246, -0.760, 0.167, 0.164, 0.174, 0.509, -0.274, -0.742, 0.179, 0.183, 0.182, 0.475, -0.234, -0.780, 0.173, 0.177, 0.163, 0.501]
}

{
  "formula": "C7H13NO",
  "method": "the ωB97M-V functional and the def2-TZVPD basis",
  "relative_energy_kcal_mol": 57.6,
  "smiles": "CCC(=O)/C(C)=C(\\C)N",
  "energy_ev": -11005.2537,
  "total_charge": 0,
  "symbols": ["C", "C", "C", "O", "C", "C", "C", "C", "N", "H", "H", "H", "H", "H", "H", "H", "H", "H", "H", "H", "H", "H"],
  "xyz": [[1.014294, -2.095696, -0.852396], [0.384745, -0.862656, -1.475386], [1.159516, 0.541970, -0.721252], [2.216863, 0.872984, -1.200997], [0.441393, 0.906432, 0.436922], [1.040317, 1.721344, 1.546849], [-0.849088, 0.331290, 0.441630], [-1.935862, 0.808902, -0.489670], [-1.287100, -0.357824, 1.529809], [0.830666, -2.984845, -1.465145], [0.600505, -2.287012, 0.144495], [2.095240, -1.976003, -0.749267], [-0.685671, -1.011378, -1.620783], [0.759189, -0.702901, -2.490233], [2.129650, 1.652227, 1.545927], [0.772139, 2.778369, 1.424410], [0.707315, 1.410034, 2.542116], [-2.520835, 1.575746, 0.031836], [-1.519522, 1.256972, -1.392005], [-2.610137, 0.003275, -0.790313], [-0.574096, -0.730208, 2.145388], [-2.169523, -0.851022, 1.458065]],
  "atomic_forces_ev_per_a": [[-0.014, -0.119, 0.043], [2.086, 1.774, -0.543], [-2.342, -1.800, -1.908], [0.364, -0.006, 0.492], [-0.237, -0.274, -0.056], [0.077, -0.172, 0.390], [-0.165, 0.929, 1.947], [0.177, -0.885, -0.636], [0.063, 0.301, -0.649], [0.028, 0.042, 0.109], [0.063, -0.020, -0.052], [-0.072, 0.001, -0.032], [-0.134, 0.439, 0.571], [0.114, -0.312, -0.073], [-0.046, 0.000, -0.119], [0.079, -0.102, 0.089], [-0.063, 0.050, -0.080], [0.237, -0.116, 0.070], [0.067, -0.058, 0.191], [-0.151, 0.028, 0.051], [-0.336, 0.011, -0.123], [0.205, 0.289, 0.321]],
  "nbo_charge": [-0.613, -0.536, 0.588, -0.608, -0.398, -0.613, 0.463, -0.683, -0.767, 0.205, 0.183, 0.218, 0.194, 0.212, 0.231, 0.211, 0.202, 0.245, 0.252, 0.209, 0.407, 0.398]
}

{
  "formula": "C5H11NOS",
  "method": "the ωB97M-V functional and the def2-TZVPD basis",
  "relative_energy_kcal_mol": 21.3,
  "smiles": "O=CNCCCCS",
  "energy_ev": -19736.1714,
  "total_charge": 0,
  "symbols": ["O", "C", "N", "C", "C", "C", "C", "S", "H", "H", "H", "H", "H", "H", "H", "H", "H", "H", "H"],
  "xyz": [[-2.505601, -1.337258, 2.653301], [-2.439084, -1.639666, 1.492715], [-1.630112, -0.996330, 0.583463], [-0.813051, 0.129440, 0.961477], [0.717264, 0.004200, 0.761579], [1.057986, -0.088649, -0.718898], [1.072944, 1.290319, -1.403696], [2.679201, 1.929380, -1.995444], [-3.060599, -2.417054, 1.029559], [-1.494752, -1.371443, -0.324892], [-1.181782, 1.061933, 0.522765], [-0.950903, 0.244222, 2.039545], [0.990807, -0.886198, 1.330495], [1.108724, 0.887730, 1.258255], [2.032600, -0.523796, -0.941490], [0.363780, -0.768250, -1.219830], [0.448922, 1.339727, -2.293704], [0.728179, 2.065223, -0.721727], [2.875478, 1.076478, -3.013467]],
  "atomic_forces_ev_per_a": [[-0.218, -0.024, 0.625], [0.509, 0.510, -1.009], [0.045, -0.009, 0.622], [0.424, 0.615, 1.069], [-1.429, -0.639, -0.125], [0.777, 0.287, -0.412], [-0.167, 0.098, -0.583], [0.197, -0.073, 0.317], [0.063, -0.216, -0.008], [-0.281, -0.403, -0.580], [-0.057, -0.112, -0.256], [-0.192, 0.027, -0.121], [0.397, 0.035, -0.135], [0.525, 0.015, -0.133], [0.107, -0.165, 0.478], [-0.166, 0.142, -0.030], [-0.318, -0.125, 0.202], [-0.074, 0.066, -0.007], [-0.142, -0.027, 0.089]],
  "nbo_charge": [-0.600, 0.533, -0.630, -0.235, -0.400, -0.427, -0.512, -0.045, 0.113, 0.387, 0.183, 0.237, 0.216, 0.213, 0.223, 0.191, 0.219, 0.218, 0.115]
}